# C43H47BaClN6O4S

A structure of composition C43H47BaClN6O4S at a distorted geometry (wB97M-V/def2-TZVPD, the OMol25 dataset).

Output
* charge: -2
* LUMO level: 4.12 eV
* calculated total energy: -86537.958 eV
* E_HOMO: -1.19 eV

Geometry (Å):
1 Ba -0.34104 -0.12627 -0.79477
2 Cl 3.60068 0.19808 -4.02032
3 S -1.56084 2.31585 -1.49616
4 O 0.55392 -0.14055 -2.92295
5 O -2.17079 1.03239 -1.77921
6 O -2.52075 3.31645 -1.09023
7 O 1.85546 1.65366 -0.69678
8 N 0.21126 -2.52672 -1.84529
9 N -0.34716 2.11425 -0.49785
10 N -0.73585 1.70764 2.58651
11 N 0.95987 -0.79946 2.42954
12 N -1.37561 -2.52507 0.35240
13 N 0.97884 -2.50466 -2.86284
14 C -3.17731 5.07722 2.79702
15 C -4.63576 1.34919 1.20922
16 C 1.37128 -2.07523 4.25870
17 C 0.80811 2.10852 -1.13660
18 C 1.84404 -2.39412 -5.54932
19 C -1.80712 5.19794 2.92846
20 C 0.48824 -1.08864 4.64210
21 C 0.35294 -5.00162 -1.93942
22 C -2.04944 -2.54419 1.48799
23 C -3.72286 3.82311 2.59110
24 C 2.78026 -2.04882 0.67804
25 C 1.45826 3.57792 -4.58561
26 C -0.14194 -3.70429 -1.32744
27 C -0.90752 3.47109 -4.10692
28 C 1.75444 -2.54694 -6.92065
29 C 0.45859 -0.45728 -5.67728
30 C 1.26161 3.91706 1.75189
31 C 1.27791 -1.14498 -3.39048
32 C -2.38175 -3.68963 2.19385
33 C -0.96479 4.09988 2.88577
34 C 0.71591 2.69316 -2.51116
35 C -4.03981 0.74138 3.56706
36 C -2.01638 -4.91851 1.63864
37 C -1.32932 -4.93502 0.45577
38 C -0.53906 0.86230 3.52846
39 C 0.14126 3.81746 -4.95263
40 C -0.95797 -3.71040 -0.17820
41 C 1.14505 3.68611 4.24843
42 C 0.25316 -0.30192 3.49102
43 C -2.92132 2.70164 2.50421
44 C -1.52358 2.81869 2.68245
45 C 1.76100 3.01214 -3.35716
46 C 3.96120 -2.73616 2.73986
47 C 1.63722 -1.84643 2.89204
48 C 1.01129 -1.65615 -7.67917
49 C 2.78838 -0.99517 -3.02449
50 C -0.59459 2.89680 -2.89707
51 C 2.58516 -2.66958 2.05791
52 C -3.51806 1.33509 2.25331
53 C 1.20069 -1.33997 -4.91258
54 C 0.36271 -0.60955 -7.04800
55 C 1.99848 -4.07576 1.89617
56 C 0.52295 4.35142 3.01697
57 H 1.82734 -2.01821 0.14728
58 H 2.26455 -3.36968 -7.40696
59 H 3.32958 -1.93155 -3.15693
60 H -0.47336 -5.66351 -2.20360
61 H -2.33044 -1.57238 1.87050
62 H 0.85422 4.42308 0.87665
63 H 3.50796 -2.62724 0.10510
64 H -0.22731 0.08752 -7.63015
65 H 4.37341 -1.73210 2.81628
66 H 0.65598 5.43938 3.13516
67 H 1.05696 -3.99142 1.36163
68 H -0.98331 1.04647 4.52947
69 H -2.89463 -3.63740 3.14290
70 H 0.93573 -1.78211 -8.75419
71 H 1.80573 -4.53698 2.86151
72 H -4.41552 -0.26807 3.41212
73 H -4.32965 1.92591 0.34060
74 H -0.03480 0.34730 -5.15582
75 H 0.06249 -0.92620 5.62072
76 H 4.64742 -3.34889 2.15380
77 H -1.37711 6.18363 3.07241
78 H 2.84199 -0.64910 -1.99348
79 H 0.90313 -4.73493 -2.83712
80 H 3.13111 -1.02462 0.78473
81 H 2.77377 2.80455 -3.05219
82 H 1.01403 -5.53119 -1.25101
83 H 1.14343 2.84964 1.59902
84 H -2.26708 -5.84414 2.14408
85 H -1.02998 -5.87586 0.01959
86 H 2.25963 3.82828 -5.26865
87 H -2.71383 0.69941 1.86831
88 H -4.84890 1.35941 3.95742
89 H -3.81325 5.95298 2.84504
90 H 2.32558 4.14571 1.82747
91 H 2.67117 -4.71778 1.32737
92 H 2.40778 -3.10024 -4.96187
93 H 0.61415 3.97061 5.15837
94 H 2.18484 4.00069 4.34837
95 H 1.75442 -2.87150 4.87891
96 H -1.93707 3.66191 -4.37985
97 H 3.90034 -3.15176 3.74308
98 H -4.79544 3.72325 2.49558
99 H -3.24740 0.70574 4.31005
100 H -5.55591 1.77508 1.61218
101 H -4.84867 0.33031 0.88740
102 H 1.12233 2.60545 4.14487
103 H -0.06493 4.27720 -5.91046

Mulliken atomic charge list, values in e, 99 entries: atom 1 (Ba): 2.710, atom 2 (Cl): -0.292, atom 3 (S): 1.270, atom 4 (O): -0.517, atom 5 (O): -0.869, atom 6 (O): -0.770, atom 7 (O): -0.715, atom 8 (N): 0.732, atom 9 (N): 0.250, atom 10 (N): 1.221, atom 11 (N): 0.354, atom 12 (N): 0.378, atom 13 (N): -0.891, atom 14 (C): -1.378, atom 15 (C): -1.699, atom 16 (C): -1.151, atom 17 (C): -0.751, atom 18 (C): -0.050, atom 19 (C): -1.090, atom 20 (C): -1.823, atom 21 (C): -1.814, atom 22 (C): -0.242, atom 23 (C): -0.666, atom 24 (C): -1.741, atom 25 (C): -0.749, atom 26 (C): -0.307, atom 27 (C): -0.614, atom 28 (C): -0.875, atom 29 (C): 0.180, atom 30 (C): -1.061, atom 31 (C): -0.090, atom 32 (C): -0.879, atom 33 (C): 1.107, atom 34 (C): 0.570, atom 35 (C): -1.613, atom 36 (C): -0.557, atom 37 (C): -0.649, atom 38 (C): -0.450, atom 39 (C): -0.602, atom 40 (C): 0.544, atom 41 (C): -1.552, atom 42 (C): 0.456, atom 43 (C): 0.283, atom 44 (C): -0.558, atom 45 (C): -0.405, atom 46 (C): -2.090, atom 47 (C): -0.203, atom 48 (C): -0.330, atom 49 (C): -0.346, atom 50 (C): 0.114, atom 51 (C): 3.196, atom 52 (C): 2.130, atom 53 (C): -0.334, atom 54 (C): -0.872, atom 55 (C): -1.654, atom 56 (C): 0.459, atom 57 (H): -0.168, atom 58 (H): 0.356, atom 59 (H): 0.518, atom 60 (H): 0.308, atom 61 (H): 0.458, atom 62 (H): 0.256, atom 63 (H): 0.586, atom 64 (H): 0.390, atom 65 (H): 0.391, atom 66 (H): 0.509, atom 67 (H): 0.170, atom 68 (H): 0.103, atom 69 (H): 0.432, atom 70 (H): 0.352, atom 71 (H): 0.379, atom 72 (H): 0.377, atom 73 (H): 0.376, atom 74 (H): 0.230, atom 75 (H): 0.444, atom 76 (H): 0.471, atom 77 (H): 0.328, atom 78 (H): -0.030, atom 79 (H): 0.383, atom 80 (H): 0.431, atom 81 (H): 0.683, atom 82 (H): 0.255, atom 83 (H): -0.136, atom 84 (H): 0.354, atom 85 (H): 0.312, atom 86 (H): 0.399, atom 87 (H): -0.707, atom 88 (H): 0.433, atom 89 (H): 0.328, atom 90 (H): 0.447, atom 91 (H): 0.433, atom 92 (H): 0.309, atom 93 (H): 0.352, atom 94 (H): 0.480, atom 95 (H): 0.473, atom 96 (H): 0.473, atom 97 (H): 0.351, atom 98 (H): 0.303, atom 99 (H): 0.300

# C43H47BrN2OP2S2Si2Ti

A structure of composition C43H47BrN2OP2S2Si2Ti (wB97M-V/def2-TZVPD, the OMol25 dataset).

Output
* charge: -1
* LUMO level (spin up / spin down): 2.47 / 2.47 eV
* 2S+1: 2
* calculated total energy: -199550.445 eV
* E_HOMO (spin up / spin down): -4.13 / -4.91 eV
* expectation value of S²: 0.755

Geometry (Å):
1 Br -0.47077 -1.91926 2.54073
2 Ti -0.21718 -0.97113 -0.10688
3 S 0.61444 -4.59926 -0.14111
4 S 0.53418 -2.36578 -2.15797
5 P -0.91619 1.69812 -0.32226
6 P 1.91855 0.71789 -0.46928
7 Si 3.20284 -1.62916 0.91692
8 Si -3.44781 0.63430 0.85241
9 O 0.91371 -4.79487 -2.75141
10 N -1.78971 0.53852 0.38197
11 N 1.85732 -0.63545 0.43260
12 C 2.77406 -2.83673 2.28245
13 C -2.56814 -2.52696 -1.39300
14 C 4.48671 0.76757 -1.66476
15 C -2.33860 -3.89037 3.23609
16 C 0.38732 0.97581 -1.06968
17 C -3.41451 -4.77723 3.02442
18 C -2.91560 2.47686 -3.76363
19 C -1.92914 2.57801 -1.56133
20 C 3.68555 4.27592 0.52116
21 C -0.40920 3.59446 3.26259
22 C 4.90968 0.04045 -3.91581
23 C 5.37635 0.52482 -2.70139
24 C -4.65451 0.09647 -0.48022
25 C 0.10314 4.83332 2.90852
26 C 4.61209 -0.62086 1.67907
27 C -3.51168 -4.08068 0.70465
28 C -4.01101 2.39955 1.27990
29 C -3.98516 -4.86230 1.78904
30 C -2.10733 1.92668 -2.78222
31 C 3.71023 4.24123 1.90974
32 C 1.11968 -6.18367 -2.53077
33 C -1.88740 -3.13823 2.19480
34 C 2.66203 0.08068 -3.06049
35 C 3.18292 3.14903 2.58122
36 C 3.55112 -0.17566 -4.09431
37 C -4.11150 -4.18385 -0.57075
38 C 2.64387 2.09681 0.47997
39 C -3.54574 3.69602 -3.54460
40 C 3.94474 -2.55445 -0.54047
41 C -3.36492 4.35673 -2.33956
42 C 0.67060 -4.00229 -1.68652
43 C -0.71581 2.66342 2.27995
44 C -3.79421 -0.37056 2.40377
45 C 0.32537 5.13151 1.57041
46 C 3.14549 3.21445 -0.18689
47 C -0.52102 2.96214 0.93460
48 C -1.90729 -2.38265 -0.18853
49 C -2.56420 3.79725 -1.35032
50 C -2.42121 -3.18106 0.88184
51 C -3.64513 -3.41408 -1.59647
52 C 0.01796 4.19975 0.59073
53 C 2.65494 2.08058 1.86824
54 C 3.12267 0.53250 -1.82780
55 H -2.44671 4.31498 -0.40750
56 H -3.02851 -0.21252 3.16771
57 H -3.86029 -1.44112 2.21163
58 H -4.09826 -3.48360 -2.57956
59 H -3.05043 1.95520 -4.70321
60 H -4.81595 -5.53618 1.61035
61 H -1.88318 -3.80266 4.21339
62 H 1.33128 -6.60027 -3.51341
63 H 0.22997 -6.64359 -2.10006
64 H -4.48832 -0.92667 -0.81270
65 H -4.17350 4.12903 -4.31395
66 H 3.62119 -3.51678 2.41724
67 H -1.59255 0.98866 -2.95719
68 H 0.34147 5.56274 3.67336
69 H -1.11970 1.69409 2.54854
70 H 5.10670 0.06208 0.98922
71 H 4.12905 5.07071 2.46695
72 H -5.67287 0.16864 -0.08240
73 H -3.23422 3.06995 1.64699
74 H -4.75415 -0.04698 2.81824
75 H 0.74741 6.08867 1.28918
76 H -4.77173 2.32476 2.06396
77 H 3.17660 -0.54658 -5.04020
78 H 2.61619 -2.31022 3.22831
79 H 1.95642 -6.34782 -1.85152
80 H -3.85099 5.30827 -2.16061
81 H 4.86296 1.15116 -0.72633
82 H 4.52317 -3.41366 -0.18752
83 H -4.58616 0.75989 -1.34762
84 H 0.20087 4.43498 -0.45203
85 H 5.60312 -0.15954 -4.72382
86 H 4.08459 5.13172 -0.01013
87 H 2.24805 1.22185 2.38871
88 H 3.12312 3.24714 -1.27021
89 H -4.48229 2.87161 0.41502
90 H 1.89698 -3.43707 2.05900
91 H 5.36323 -1.35162 2.00215
92 H -3.77911 -5.37895 3.84745
93 H -0.57294 3.34986 4.30525
94 H 3.17122 -2.91339 -1.21963
95 H 4.61469 -1.90386 -1.10821
96 H -4.93248 -4.87838 -0.71022
97 H 4.30751 -0.05351 2.56038
98 H -2.23735 -1.96135 -2.25857
99 H 3.17948 3.12630 3.66427
100 H 1.60033 -0.06239 -3.20331
101 H 6.43349 0.71216 -2.55670

Mulliken atomic charge list, values in e, 99 entries: atom 1 (Br): -0.098, atom 2 (Ti): -0.956, atom 3 (S): -0.343, atom 4 (S): -0.336, atom 5 (P): 1.977, atom 6 (P): 2.723, atom 7 (Si): 0.031, atom 8 (Si): 0.111, atom 9 (O): -0.325, atom 10 (N): 0.389, atom 11 (N): 0.504, atom 12 (C): -1.016, atom 13 (C): -0.316, atom 14 (C): -0.040, atom 15 (C): -0.576, atom 16 (C): -2.141, atom 17 (C): -0.741, atom 18 (C): -0.689, atom 19 (C): 0.722, atom 20 (C): -0.892, atom 21 (C): -0.735, atom 22 (C): -0.609, atom 23 (C): -0.745, atom 24 (C): -0.914, atom 25 (C): -0.710, atom 26 (C): -1.175, atom 27 (C): 1.079, atom 28 (C): -1.107, atom 29 (C): -0.826, atom 30 (C): -0.763, atom 31 (C): -0.663, atom 32 (C): -0.833, atom 33 (C): 0.795, atom 34 (C): -0.777, atom 35 (C): -0.927, atom 36 (C): -0.766, atom 37 (C): -1.053, atom 38 (C): 0.641, atom 39 (C): -0.542, atom 40 (C): -0.695, atom 41 (C): -0.773, atom 42 (C): 0.488, atom 43 (C): -0.690, atom 44 (C): -1.080, atom 45 (C): -0.804, atom 46 (C): -0.740, atom 47 (C): 0.647, atom 48 (C): 0.922, atom 49 (C): -0.330, atom 50 (C): -0.606, atom 51 (C): -0.963, atom 52 (C): -0.101, atom 53 (C): -0.433, atom 54 (C): 0.639, atom 55 (H): 0.401, atom 56 (H): 0.262, atom 57 (H): 0.233, atom 58 (H): 0.434, atom 59 (H): 0.428, atom 60 (H): 0.373, atom 61 (H): 0.456, atom 62 (H): 0.254, atom 63 (H): 0.324, atom 64 (H): 0.132, atom 65 (H): 0.369, atom 66 (H): 0.354, atom 67 (H): 0.161, atom 68 (H): 0.369, atom 69 (H): 0.327, atom 70 (H): 0.272, atom 71 (H): 0.388, atom 72 (H): 0.396, atom 73 (H): 0.209, atom 74 (H): 0.529, atom 75 (H): 0.421, atom 76 (H): 0.519, atom 77 (H): 0.444, atom 78 (H): 0.271, atom 79 (H): 0.339, atom 80 (H): 0.415, atom 81 (H): 0.273, atom 82 (H): 0.390, atom 83 (H): 0.250, atom 84 (H): 0.521, atom 85 (H): 0.360, atom 86 (H): 0.407, atom 87 (H): 0.679, atom 88 (H): 0.585, atom 89 (H): 0.274, atom 90 (H): 0.113, atom 91 (H): 0.444, atom 92 (H): 0.360, atom 93 (H): 0.416, atom 94 (H): 0.047, atom 95 (H): 0.259, atom 96 (H): 0.328, atom 97 (H): 0.285, atom 98 (H): 0.128, atom 99 (H): 0.432

Among the records above, which one has the highest calculated total energy?
C43H47BaClN6O4S

Which of these has the highest charge?
C43H47BrN2OP2S2Si2Ti

Look up the calculated total energy of the second one.
-199550.445 eV